Molecular formula: C4H12N2S
Method: DFT, the ωB97M-V functional and the def2-TZVPD basis

Results
Energy above the lowest of the compared OMol25 structures with the same formula, charge and spin = 7.2129 eV
Electronic energy = -667.0298 Eh
Frontier orbital gap = 0.1103 Ha
Net charge = 0

```
19
Properties=species:S:1:pos:R:3:lowdin_charge:R:1
H 3.120 -1.202 0.231 0.11
H -0.396 2.935 -1.449 0.07
C -0.923 2.019 -1.219 0.03
H -0.565 -1.908 0.422 -0.04
C 2.812 -0.293 0.786 -0.15
C -0.401 1.079 -0.422 -0.19
H -1.029 0.600 0.331 0.04
H -2.003 1.980 -1.297 0.03
C 1.041 0.725 -0.386 -0.27
H 3.103 -0.604 1.795 0.09
H -1.242 -3.130 1.351 0.00
H 1.602 1.680 -0.433 0.17
N -1.396 -2.434 0.642 0.01
S -3.631 -0.041 0.155 0.25
H -4.124 -0.231 -1.075 -0.32
N 1.440 -0.029 0.716 0.06
H -2.186 -1.817 0.805 -0.13
H 3.478 0.471 0.371 0.09
H 1.300 0.198 -1.326 0.17
```